C5H14 | ωB97M-V/def2-TZVPD

Cartesian coordinates (Å):
C (0.7242, -1.2018, 1.2542)
C (-0.3434, 0.6836, -1.8369)
C (-1.8796, 0.5631, -1.7329)
C (1.6612, -0.3774, 0.4835)
C (-0.0586, -0.1446, 2.0975)
H (0.0170, -1.7260, 0.5819)
H (-0.0803, 0.8154, 1.5453)
H (-1.0856, -0.3381, 2.3759)
H (2.4652, -0.8629, -0.1379)
H (-2.3837, 0.4165, -2.7006)
H (1.1437, -1.9391, 2.0029)
H (0.1531, -0.2657, -2.1035)
H (0.1350, 0.8950, -0.8664)
H (0.5172, 0.1993, 2.9382)
H (-2.1616, 1.5593, -1.3110)
H (2.2633, 0.2570, 1.1792)
H (0.0874, 1.3508, -2.5700)
H (-2.2330, -0.1220, -0.9449)
H (1.0582, 0.2375, -0.2546)

Properties
Orbital gap: 11.98 eV
Total charge: 0
Strongest force on any atom: 3.23 eV/A
LUMO: 1.163 eV
Relative energy (zero: lowest compared OMol25 entry of this formula, charge and spin): 116.4 kJ/mol
Structure (SMILES): CCC.CC

=====

C5H14 | ωB97M-V/def2-TZVPD

Cartesian coordinates (Å):
C (0.6969, -1.2184, -0.5082)
C (-1.2353, 2.3032, 0.7949)
C (1.2634, -0.8443, 0.8675)
C (-2.3529, 1.4467, 0.1874)
C (1.7186, -1.8480, -1.4162)
H (-0.3084, 1.7106, 0.8633)
H (-3.1624, 2.1261, -0.0984)
H (1.8922, -2.8871, -1.1302)
H (0.6165, -0.1852, 1.4406)
H (0.1399, -0.4084, -1.0093)
H (2.6915, -1.3713, -1.3958)
H (-1.9974, 1.0032, -0.7441)
H (1.3705, -1.7604, 1.4411)
H (-0.9193, 3.0461, 0.0723)
H (-1.4654, 2.7423, 1.7664)
H (-0.1521, -1.8772, -0.3275)
H (1.4452, -1.9835, -2.4693)
H (2.2346, -0.3772, 0.7422)
H (-2.7161, 0.6803, 0.8657)

Properties
Orbital gap: 12.27 eV
Total charge: 0
Strongest force on any atom: 1.39 eV/A
LUMO: 1.155 eV
Relative energy (zero: lowest compared OMol25 entry of this formula, charge and spin): 27.6 kJ/mol
Structure (SMILES): CCC.CC

=====

C5H14 | ωB97M-V/def2-TZVPD

Cartesian coordinates (Å):
C (2.1667, -1.1271, -0.4157)
C (1.6058, -1.1966, -1.8746)
C (-2.8210, 1.6379, 1.0978)
C (2.6825, 0.1351, 0.2890)
C (-3.1456, 0.2294, 0.7859)
H (-3.6221, 2.4126, 1.0215)
H (2.8238, -1.9612, -0.3703)
H (2.4028, -1.6567, -2.4195)
H (2.3533, 1.0157, -0.2801)
H (-4.0551, -0.1380, 1.2366)
H (2.1753, 0.1734, 1.4091)
H (-2.3414, 1.8142, 2.0686)
H (1.3281, -1.3381, 0.2442)
H (1.5954, -0.1541, -2.2179)
H (-2.2691, -0.4505, 0.9149)
H (-2.1153, 2.0477, 0.3491)
H (3.7496, 0.1556, 0.3941)
H (0.6620, -1.6532, -1.9347)
H (-3.1759, 0.0540, -0.2981)

Properties
Orbital gap: 11.79 eV
Total charge: 0
Strongest force on any atom: 3.85 eV/A
LUMO: 0.924 eV
Relative energy (zero: lowest compared OMol25 entry of this formula, charge and spin): 123.0 kJ/mol
Structure (SMILES): CCC.CC

=====

C5H14 | ωB97M-V/def2-TZVPD

Cartesian coordinates (Å):
C (0.9487, 0.3254, 3.4358)
C (-0.0191, -0.0133, -1.6240)
C (0.0451, -0.0665, -3.1522)
C (-1.4475, 0.3805, -1.1582)
C (0.4396, -0.6122, 2.3468)
H (0.5169, -0.1278, 1.3686)
H (0.7521, 0.6001, -1.1459)
H (-1.5346, 0.8760, -0.1957)
H (1.0317, -1.5267, 2.3085)
H (-2.1105, -0.4774, -1.2835)
H (0.3050, -0.9648, -1.1847)
H (-0.3740, -1.0040, -3.5204)
H (-1.8368, 1.0813, -1.9031)
H (-0.6004, -0.9373, 2.3911)
H (2.0234, 0.4691, 3.3413)
H (0.6018, 1.3608, 3.3653)
H (0.6237, -0.0467, 4.4052)
H (-0.5165, 0.7316, -3.6270)
H (1.1029, -0.0167, -3.4123)

Properties
Orbital gap: 12.28 eV
Total charge: 0
Strongest force on any atom: 1.20 eV/A
LUMO: 1.124 eV
Relative energy (zero: lowest compared OMol25 entry of this formula, charge and spin): 37.8 kJ/mol
Structure (SMILES): CCC.CC

=====

C5H14 | ωB97M-V/def2-TZVPD

Cartesian coordinates (Å):
C (-0.0261, -1.6204, -0.5270)
C (-0.6449, 2.5190, -0.7357)
C (1.6446, -0.7817, 1.1681)
C (-1.8563, 1.6561, -0.3677)
C (0.9944, -2.0090, 0.5374)
H (-0.9875, 3.6201, -0.7722)
H (1.7816, -2.6683, 0.0456)
H (-0.1712, 2.2580, -1.7633)
H (2.1539, -1.0543, 2.1395)
H (0.1568, 2.6375, -0.0239)
H (0.8795, 0.0294, 1.4066)
H (-0.2243, -0.5078, -0.5283)
H (2.3328, -0.3100, 0.5516)
H (-1.6701, 0.6041, -0.7965)
H (0.4398, -2.8196, 1.2251)
H (-1.9702, 1.5098, 0.6581)
H (-0.9547, -2.1860, -0.2925)
H (0.2740, -1.8397, -1.5047)
H (-2.7103, 2.1430, -0.7950)

Properties
Orbital gap: 12.11 eV
Total charge: 0
Strongest force on any atom: 3.68 eV/A
LUMO: 1.142 eV
Relative energy (zero: lowest compared OMol25 entry of this formula, charge and spin): 111.5 kJ/mol
Structure (SMILES): CCC.CC

=====

C5H14 | ωB97M-V/def2-TZVPD

Cartesian coordinates (Å):
C (0.4697, -1.9287, 1.2302)
C (-0.2584, 1.3905, -0.8249)
C (-0.0841, 0.8745, -2.3550)
C (-1.6909, 0.9973, -0.1801)
C (1.4799, -1.2048, 1.9958)
H (2.4811, -1.1868, 1.6269)
H (0.4765, 0.8077, -0.1771)
H (-0.4197, -2.2114, 1.7594)
H (1.7890, -1.6473, 2.9782)
H (-1.5771, 0.2449, 0.5452)
H (0.8770, 1.3206, -2.6382)
H (-2.4814, 0.7198, -0.8126)
H (0.9403, -2.7953, 0.8382)
H (-0.0524, -0.1891, -2.5179)
H (0.1340, 2.4306, -0.8838)
H (1.2138, -0.1982, 2.2579)
H (-0.8194, 1.6165, -2.8996)
H (0.1110, -1.3603, 0.3180)
H (-2.1700, 1.6749, 0.4099)

Properties
Orbital gap: 12.31 eV
Total charge: 0
Strongest force on any atom: 4.31 eV/A
LUMO: 1.125 eV
Relative energy (zero: lowest compared OMol25 entry of this formula, charge and spin): 151.9 kJ/mol
Structure (SMILES): CCC.CC

=====

C5H14 | ωB97M-V/def2-TZVPD

Cartesian coordinates (Å):
C (1.8484, 1.3356, -0.7543)
C (-0.1072, -2.3001, 1.2865)
C (-0.7896, 1.3922, -0.8616)
C (-1.3556, -1.2459, 1.5824)
C (0.5435, 1.0556, -1.5608)
H (-0.3578, -3.0691, 0.6908)
H (-1.1736, -0.8765, 2.6945)
H (2.6035, 1.7531, -1.5333)
H (-1.2230, 2.2396, -1.5636)
H (-1.5416, 0.5378, -1.0629)
H (-0.9866, 1.7980, 0.1755)
H (0.6544, -1.8386, 0.7133)
H (0.6890, -0.0176, -1.8347)
H (1.6103, 2.1053, 0.1033)
H (0.2307, -2.7150, 2.2722)
H (-2.2578, -1.7954, 1.4916)
H (-1.1841, -0.5521, 0.9249)
H (2.2941, 0.4194, -0.2805)
H (0.5032, 1.7740, -2.4833)

Properties
Orbital gap: 11.96 eV
Total charge: 0
Strongest force on any atom: 7.75 eV/A
LUMO: 1.082 eV
Relative energy (zero: lowest compared OMol25 entry of this formula, charge and spin): 218.2 kJ/mol
Structure (SMILES): CCC.CC

=====

C5H14 | ωB97M-V/def2-TZVPD

Cartesian coordinates (Å):
C (-0.3111, 0.5229, 1.9210)
C (-1.1979, -1.2212, -1.7093)
C (1.6975, -0.1643, 0.7027)
C (-1.1339, 0.2342, -2.1251)
C (1.2568, 0.8281, 1.6877)
H (1.5058, 0.1516, -0.3356)
H (-0.7107, 0.6226, 0.9115)
H (-0.8943, 0.9501, -1.3253)
H (-0.3736, 0.3321, -2.9003)
H (-1.5634, -1.8510, -2.5141)
H (-0.6250, 1.2115, 2.7198)
H (-0.5899, -0.4217, 2.4010)
H (2.8110, -0.2698, 0.5786)
H (1.2571, -1.1382, 0.8840)
H (-1.9154, -1.4296, -0.9072)
H (-2.0422, 0.6330, -2.5647)
H (1.7110, 0.7707, 2.6936)
H (1.3671, 1.8396, 1.2982)
H (-0.2490, -1.6006, -1.4167)

Properties
Orbital gap (spin up / spin down): 12.10 / 4.38 eV
Spin multiplicity: 2
Total charge: +1
Strongest force on any atom: 1.75 eV/A
LUMO (spin up / spin down): -3.072 / -10.783 eV
Relative energy (zero: lowest compared OMol25 entry of this formula, charge and spin): 40.6 kJ/mol

=====

C5H14 | ωB97M-V/def2-TZVPD

Cartesian coordinates (Å):
C (-1.6449, -0.5268, 2.7921)
C (1.8602, 1.2071, -2.2072)
C (0.5764, 0.5118, -2.7413)
C (0.0505, -1.2232, 1.0540)
C (-1.0174, -0.0667, 1.5181)
H (0.2423, -1.1681, -0.0448)
H (-2.6218, -0.0722, 2.9842)
H (0.9774, -0.9798, 1.6296)
H (-1.9426, -1.6626, 2.9103)
H (0.1522, -0.1449, -2.0205)
H (-0.4754, 0.8560, 1.6328)
H (1.9846, 2.0396, -2.9738)
H (1.7152, 1.6508, -1.2473)
H (-1.6849, 0.3847, 0.6534)
H (-0.0628, 1.2976, -3.0721)
H (-1.1590, -0.2965, 3.7282)
H (-0.3801, -2.1487, 1.3907)
H (0.7334, -0.0266, -3.7588)
H (2.6969, 0.3685, -2.2276)

Properties
Orbital gap (spin up / spin down): 11.19 / 3.19 eV
Spin multiplicity: 2
Total charge: +1
Strongest force on any atom: 3.35 eV/A
LUMO (spin up / spin down): -3.169 / -11.147 eV
Relative energy (zero: lowest compared OMol25 entry of this formula, charge and spin): 154.1 kJ/mol

=====

C5H14 | ωB97M-V/def2-TZVPD

Cartesian coordinates (Å):
C (-0.5607, 1.1923, -1.3088)
C (2.1082, -0.9181, 1.5803)
C (-1.8160, 1.9956, -1.1472)
C (-0.6574, -0.2492, -1.5785)
C (0.8701, -1.6723, 2.0775)
H (2.1712, -0.8113, 0.5021)
H (0.2659, -0.8153, -1.5978)
H (-2.0872, 1.7250, -0.0795)
H (0.1593, 1.4959, -0.5531)
H (2.9621, -1.4606, 1.9735)
H (2.1872, 0.0173, 2.1471)
H (-2.6726, 1.7428, -1.7758)
H (0.6614, -1.4693, 3.1211)
H (-0.3418, 1.6833, -2.3459)
H (0.9739, -2.7501, 1.9262)
H (-1.1040, -0.5665, -2.5419)
H (-1.6892, 3.0675, -1.0106)
H (-1.3887, -0.7586, -0.9095)
H (-0.0420, -1.4484, 1.5207)

Properties
Orbital gap (spin up / spin down): 11.14 / 4.00 eV
Spin multiplicity: 2
Total charge: +1
Strongest force on any atom: 1.95 eV/A
LUMO (spin up / spin down): -3.356 / -10.494 eV
Relative energy (zero: lowest compared OMol25 entry of this formula, charge and spin): 40.4 kJ/mol

=====

C5H14 | ωB97M-V/def2-TZVPD

Cartesian coordinates (Å):
C (-2.1519, 1.8002, 2.1156)
C (1.0005, -1.1076, -1.3961)
C (1.8764, 0.0229, -1.6914)
C (1.2650, -1.9094, -0.1942)
C (-1.7371, 1.0316, 0.8786)
H (-1.2803, 0.0482, 1.0983)
H (-0.0752, -0.7627, -1.4257)
H (2.2545, 0.5594, -0.8195)
H (1.4616, 0.7312, -2.4143)
H (-2.9270, 1.2402, 2.6552)
H (1.8278, -1.4154, 0.5988)
H (-2.5164, 2.7901, 1.8353)
H (-1.3802, 1.9493, 2.8776)
H (-0.9346, 1.5514, 0.3357)
H (0.3183, -2.3536, 0.1526)
H (2.7732, -0.2721, -2.2984)
H (1.8887, -2.8334, -0.3383)
H (0.9281, -1.9113, -2.1991)
H (-2.5913, 0.8411, 0.2292)

Properties
Orbital gap (spin up / spin down): 11.46 / 3.88 eV
Spin multiplicity: 2
Total charge: +1
Strongest force on any atom: 1.79 eV/A
LUMO (spin up / spin down): -3.246 / -10.831 eV
Relative energy (zero: lowest compared OMol25 entry of this formula, charge and spin): 35.2 kJ/mol

=====

C5H14ClO3Y | ωB97M-V/def2-TZVPD

Cartesian coordinates (Å):
Y (2.4321, -3.1734, -2.8133)
Cl (1.1317, -1.3050, -1.3374)
O (2.1498, -0.3108, 1.5790)
O (-1.6087, -0.0293, -0.0137)
O (3.2433, 2.5516, 1.6673)
C (3.4838, 0.1425, 1.6325)
C (-2.8757, -0.5323, -1.9905)
C (-4.0328, 0.1032, 0.1719)
C (-2.8412, -0.6233, -0.4584)
C (3.7278, 1.4442, 0.8997)
H (4.7987, 1.5342, 0.7175)
H (-1.9185, -0.6567, -2.4969)
H (-0.8771, -0.4435, -0.4772)
H (-3.9978, 1.1505, -0.1279)
H (2.7309, 2.2215, 2.4090)
H (4.0403, -0.6370, 1.1121)
H (-2.7773, -1.6695, -0.1593)
H (3.7231, 0.2470, 2.6908)
H (-3.6751, -1.1473, -2.4037)
H (-4.9397, -0.3558, -0.2216)
H (-4.0615, -0.1363, 1.2349)
H (3.3505, 1.6104, -0.1093)
H (-3.1372, 0.5109, -2.1683)
H (1.9304, -0.4958, 0.6628)

Properties
Orbital gap: 2.22 eV
Total charge: +2
Strongest force on any atom: 4.36 eV/A
LUMO: -12.619 eV
Relative energy (zero: lowest compared OMol25 entry of this formula, charge and spin): 296.8 kJ/mol